(1)
Computed, not measured: a structure of composition C53H37Cl2F8N2O6PS2V in a non-equilibrium geometry, with ωB97M-V/def2-TZVPD.

Geometry (Å):
V  0.3609  -0.6479  -0.1214
Cl  1.6532  -2.3731  -1.3328
C  1.2072  -3.9404  -0.6443
Cl  2.2150  -4.4239  0.7488
H  1.3579  -4.6630  -1.4382
H  0.1635  -3.8746  -0.3232
O  -1.3649  -3.1964  -2.8187
S  -1.9639  -2.5190  -1.6840
O  -2.2728  -3.4022  -0.5739
O  -1.2269  -1.3081  -1.2859
C  -3.4878  -1.8444  -2.2969
C  -4.4475  -2.8211  -2.5637
C  -5.6369  -2.4992  -3.1909
C  -5.8436  -1.1809  -3.5893
C  -4.8722  -0.2320  -3.3265
C  -3.6835  -0.5264  -2.6502
P  -2.4134  0.8368  -2.4793
C  -3.3846  2.3428  -2.0815
C  -2.7545  3.5584  -2.3458
C  -3.3440  4.7678  -2.0093
C  -4.5822  4.7860  -1.3845
C  -5.2026  3.5821  -1.0795
C  -4.6047  2.3787  -1.4167
C  -2.3554  1.0841  -4.3429
C  -1.6679  0.0627  -5.0041
C  -1.4383  0.1072  -6.3670
C  -1.8830  1.1941  -7.1151
C  -2.5587  2.2199  -6.4740
C  -2.7908  2.1609  -5.1024
H  -4.2406  -3.8396  -2.2683
H  -6.3762  -3.2651  -3.3899
H  -6.7452  -0.8943  -4.1189
H  -5.0288  0.7812  -3.6815
H  -1.7743  3.5599  -2.8113
H  -2.8245  5.6933  -2.2229
H  -5.0503  5.7265  -1.1216
H  -6.1529  3.5775  -0.5587
H  -5.0769  1.4490  -1.1272
H  -1.2928  -0.7868  -4.4344
H  -0.9008  -0.7026  -6.8435
H  -1.6936  1.2421  -8.1805
H  -2.9117  3.0753  -7.0381
H  -3.3287  2.9749  -4.6289
F  0.0009  2.5662  0.1749
C  0.5139  2.3092  -1.0560
C  0.7542  1.0066  -1.4564
C  1.2795  0.9440  -2.7299
F  1.5803  -0.2636  -3.3029
C  1.5539  2.0277  -3.5569
F  2.0776  1.8652  -4.7947
C  1.2882  3.3010  -3.0902
F  1.5525  4.3918  -3.8553
C  0.7586  3.4438  -1.8178
F  0.4967  4.6888  -1.3471
O  0.8233  1.1579  2.7575
C  1.8593  0.9529  2.1631
N  3.0552  1.5729  2.4626
C  4.1480  0.9590  1.7688
C  3.3605  -0.0488  0.8796
O  3.9430  -0.7571  0.0799
N  2.0360  0.0583  1.1219
C  5.0642  0.1299  2.6569
C  6.2622  -0.3757  2.1593
C  7.0499  -1.2126  2.9314
C  6.6488  -1.5673  4.2138
C  5.4487  -1.0853  4.7091
C  4.6610  -0.2449  3.9317
C  4.8582  1.9790  0.8911
C  4.2745  2.3644  -0.3127
C  4.8575  3.3458  -1.0942
C  6.0355  3.9620  -0.6856
C  6.6145  3.5950  0.5184
C  6.0245  2.6086  1.3008
H  3.1339  2.1286  3.2976
H  6.5601  -0.1276  1.1507
H  7.9743  -1.5992  2.5252
H  7.2611  -2.2288  4.8130
H  5.1124  -1.3698  5.6973
H  3.7111  0.1082  4.3113
H  3.3501  1.9048  -0.6458
H  4.3878  3.6269  -2.0268
H  6.4935  4.7245  -1.3017
H  7.5268  4.0728  0.8527
H  6.4806  2.3303  2.2429
F  -3.5788  -0.8794  0.6472
C  -3.0631  0.3459  0.2592
F  -1.7318  0.2602  0.8428
F  -3.6571  1.2086  1.1541
O  -0.0190  -2.2731  1.4192
S  0.1583  -1.8400  2.8687
C  0.2159  -3.4154  3.7078
C  -0.1847  -4.5425  3.0126
C  -0.1888  -5.7629  3.6729
C  0.2089  -5.8443  5.0004
C  0.6264  -4.7044  5.6754
C  0.6359  -3.4798  5.0248
C  -1.4405  -1.3200  3.4494
C  -2.5856  -1.8719  2.9071
C  -3.8064  -1.4722  3.4236
C  -3.8603  -0.5410  4.4524
C  -2.6955  0.0189  4.9604
C  -1.4652  -0.3641  4.4480
H  -0.4784  -4.4472  1.9768
H  -0.5043  -6.6524  3.1439
H  0.1987  -6.7988  5.5103
H  0.9495  -4.7691  6.7059
H  0.9611  -2.5846  5.5382
H  -2.5212  -2.5453  2.0594
H  -4.7169  -1.8575  2.9868
H  -4.8208  -0.2175  4.8319
H  -2.7424  0.7830  5.7244
H  -0.5464  0.1015  4.7775

Cartesian forces, eV/Å:
V -0.75 0.07 0.83
Cl 0.54 -0.34 -0.10
C -0.34 0.03 0.04
Cl 0.06 0.06 -0.29
H -0.08 -0.03 0.11
H 0.29 -0.10 -0.06
O 0.08 -0.07 -0.11
S 0.11 0.32 0.23
O -0.01 -0.13 0.05
O 0.22 -0.63 -0.04
C 0.01 -0.83 0.00
C -0.28 0.09 0.00
C 0.15 0.10 0.03
C 0.11 -0.04 0.08
C -0.28 0.18 -0.07
C -0.07 0.69 -0.22
P -0.53 0.16 0.06
C -0.02 0.01 0.00
C 0.08 0.06 0.05
C 0.00 0.02 0.01
C -0.01 -0.04 -0.01
C -0.03 0.08 -0.02
C -0.17 -0.14 -0.02
C 0.34 -0.10 0.13
C 0.16 -0.17 -0.04
C -0.06 0.06 -0.09
C 0.03 -0.04 0.06
C 0.00 -0.07 0.01
C -0.19 0.18 -0.11
H 0.03 -0.07 0.03
H -0.02 -0.01 0.00
H -0.01 -0.01 0.01
H 0.00 -0.01 0.07
H -0.02 0.00 -0.02
H 0.02 0.03 -0.01
H 0.00 0.04 0.03
H -0.01 0.00 0.02
H 0.01 -0.01 -0.05
H -0.03 0.06 -0.01
H 0.03 -0.02 -0.03
H 0.00 0.00 -0.03
H -0.01 0.03 -0.02
H 0.03 -0.05 -0.05
F 0.11 -0.18 -0.14
C -0.05 0.40 0.27
C 0.27 0.43 -0.40
C 0.21 -0.22 -0.46
F -0.10 0.17 0.22
C 0.00 -0.01 -0.03
F -0.11 0.05 0.27
C 0.03 0.22 -0.10
F -0.08 -0.32 0.22
C 0.02 0.12 0.01
F 0.06 -0.32 -0.14
O -0.42 0.13 0.32
C 0.04 -0.25 -0.22
N -0.07 0.14 0.21
C 0.23 0.01 0.13
C -0.08 0.00 -0.48
O -0.02 -0.02 0.02
N 0.06 -0.10 0.26
C -0.13 0.06 -0.03
C 0.02 -0.05 -0.07
C -0.06 0.03 0.06
C 0.03 -0.02 -0.02
C -0.02 0.05 -0.05
C 0.03 0.00 0.08
C 0.05 0.00 0.01
C -0.06 0.01 -0.07
C 0.08 0.07 0.00
C -0.05 -0.05 0.01
C -0.04 -0.03 -0.01
C 0.07 0.08 0.06
H 0.04 -0.03 -0.08
H 0.00 0.01 -0.04
H 0.06 -0.04 -0.02
H 0.02 -0.01 0.02
H -0.01 -0.02 0.05
H -0.02 -0.01 0.02
H 0.02 -0.05 0.00
H -0.03 0.02 -0.05
H 0.01 0.03 -0.03
H 0.03 0.02 0.02
H 0.02 -0.02 0.00
F -0.34 -0.28 -0.05
C 0.45 0.16 -0.88
F 0.59 0.00 0.19
F -0.25 0.24 0.43
O 0.03 0.77 0.32
S 0.19 -0.14 -0.76
C -0.21 -0.04 -0.02
C -0.01 -0.16 0.20
C -0.01 0.02 -0.05
C 0.01 0.03 0.01
C 0.02 -0.01 -0.02
C -0.02 -0.09 0.03
C 0.14 -0.17 0.06
C 0.02 -0.10 0.09
C -0.01 0.01 0.08
C 0.05 -0.04 -0.03
C 0.02 0.02 -0.01
C -0.13 0.05 0.05
H -0.08 0.00 0.00
H 0.00 -0.03 -0.01
H 0.01 -0.03 0.01
H 0.01 -0.01 0.04
H 0.00 0.08 0.02
H 0.02 0.00 0.04
H -0.02 0.01 -0.01
H -0.03 0.01 0.01
H -0.03 0.03 0.04
H 0.04 0.03 -0.02

M   1166.8 g/mol
Spin multiplicity   4
Kohn-Sham gap (spin up / spin down)   5.7 / 5.7 eV
Net charge   -2

(2)
Computed, not measured: an isolated molecule of C10H16N2O, with ωB97M-V/def2-TZVPD.

Geometry (Å):
C  2.5093  2.2368  1.4599
H  1.8928  2.4417  2.3318
H  3.3403  1.6005  1.7504
H  2.9177  3.1749  1.0921
C  1.6689  1.5867  0.3633
N  0.8252  0.5281  0.8907
C  -0.3449  0.2209  0.1774
C  -0.5565  0.5998  -1.1487
C  -1.7494  0.3264  -1.7904
C  -2.7752  -0.3511  -1.1394
C  -2.5686  -0.7366  0.1843
C  -1.3835  -0.4524  0.8268
H  -1.2675  -0.7414  1.8605
H  -3.3553  -1.2574  0.7127
N  -3.9410  -0.7013  -1.8097
H  -4.1574  -0.1359  -2.6160
H  -4.7385  -0.8762  -1.2180
H  -1.8857  0.6335  -2.8183
H  0.2184  1.1083  -1.7013
C  1.5213  -0.6035  1.4625
H  2.2959  -0.2391  2.1369
C  2.1799  -1.5302  0.4258
O  3.4074  -0.9709  0.0051
H  3.8114  -1.5498  -0.6489
H  2.3520  -2.5147  0.8848
H  1.4965  -1.6593  -0.4262
H  0.8122  -1.1967  2.0412
H  1.0003  2.3460  -0.0494
H  2.3364  1.2304  -0.4334

Cartesian forces, eV/Å:
C -0.09 -0.14 -0.25
H -0.05 0.04 0.10
H 0.11 -0.02 0.08
H 0.10 0.08 -0.01
C 0.08 0.21 0.10
N 0.10 0.27 0.16
C -0.31 0.00 -0.15
C 0.21 -0.04 0.22
C -0.32 -0.11 0.04
C 0.35 0.07 0.04
C -0.04 -0.01 -0.14
C 0.07 0.05 -0.09
H 0.02 0.01 0.11
H -0.07 -0.06 0.07
N -0.32 -0.13 -0.19
H -0.08 -0.03 0.12
H 0.01 0.09 -0.11
H 0.00 0.02 -0.10
H 0.09 0.06 -0.01
C 0.27 -0.43 -0.40
H -0.04 -0.09 0.10
C -0.46 -0.22 0.35
O 0.37 0.24 -0.11
H -0.05 0.04 0.04
H -0.06 0.08 -0.04
H 0.03 -0.02 0.13
H 0.10 0.02 0.05
H 0.07 -0.07 -0.03
H -0.12 0.10 -0.06

M   180.3 g/mol
Kohn-Sham gap   7.9 eV
SMILES string   CCN(CCO)c1ccc(N)cc1

(3)
Computed, not measured: the ion C18H23O6 with charge -1 in a non-equilibrium geometry, with ωB97M-V/def2-TZVPD.

Geometry (Å):
C  1.1019  -3.8889  -3.0673
C  0.6887  -2.4952  -3.4298
O  0.4101  -1.8221  -2.1696
C  -0.0034  -0.5563  -2.3253
C  -0.4370  0.1453  -1.0028
C  0.2164  1.4431  -1.0667
C  -0.0744  2.4923  -0.1226
O  -0.9956  2.5458  0.6924
O  0.8347  3.5024  -0.2471
C  0.5422  4.6083  0.6097
C  1.5720  5.6860  0.3802
O  -0.0358  0.0079  -3.3978
H  1.3356  -4.4564  -3.9699
H  1.9952  -3.8811  -2.4338
H  0.3015  -4.4130  -2.5368
H  1.4884  -1.9529  -3.9450
H  -0.2225  -2.4746  -4.0368
H  -1.5296  0.2926  -1.0859
H  0.6970  1.7541  -1.9855
H  -0.4625  5.0019  0.3919
H  0.5804  4.2654  1.6548
H  1.3957  6.4865  1.0984
H  2.5915  5.3174  0.5260
H  1.4892  6.1200  -0.6207
C  2.0441  1.7606  3.5942
C  0.6702  1.3078  3.1918
O  0.8441  0.5682  1.9582
C  -0.3202  0.0365  1.5339
C  -0.1581  -0.6871  0.1959
C  -1.1085  -1.8725  0.2147
C  -2.4752  -1.6507  0.3931
C  -3.3680  -2.7277  0.3057
C  -2.8887  -4.0032  -0.0164
C  -1.5132  -4.2241  -0.1494
C  -0.6262  -3.1617  0.0041
O  -1.3418  0.1076  2.1862
H  1.9712  2.6468  4.2290
H  2.5337  0.9744  4.1795
H  2.6639  1.9817  2.7200
H  0.2213  0.6502  3.9444
H  -0.0052  2.1410  2.9739
H  0.8852  -1.0296  0.1548
H  -2.8249  -0.6406  0.5982
H  -4.4322  -2.5448  0.4755
H  -3.5865  -4.8332  -0.1478
H  -1.1177  -5.2157  -0.3879
H  0.4529  -3.3125  -0.0617

Cartesian forces, eV/Å:
C 0.13 -0.52 0.05
C -0.02 0.40 0.59
O 0.22 -0.15 -1.06
C -0.77 1.23 0.47
C -0.57 0.49 -2.25
C 0.73 2.82 1.35
C 0.27 -2.92 -2.74
O -0.25 0.22 0.90
O 0.19 1.74 0.63
C 0.13 -0.26 -0.23
C 0.13 0.18 -0.07
O -0.01 -0.83 0.32
H 0.02 -0.01 -0.03
H -0.14 0.02 -0.06
H 0.10 0.10 -0.04
H -0.23 -0.05 -0.02
H 0.22 0.05 0.02
H -0.13 -0.38 0.01
H 0.24 -0.15 0.28
H 0.17 -0.20 0.23
H -0.20 0.16 -0.20
H 0.05 0.14 0.07
H -0.11 -0.03 -0.06
H 0.06 -0.14 0.04
C 0.39 -0.04 0.44
C 0.06 -0.02 -0.56
O -0.65 -0.24 0.48
C -0.46 0.49 0.11
C 0.00 -1.49 1.68
C 0.23 -0.06 0.20
C -0.28 -0.59 -0.23
C 0.38 0.14 -0.13
C -0.03 0.01 0.14
C -0.06 0.07 0.05
C -0.29 -0.09 0.16
O 0.82 -0.32 -0.28
H 0.10 0.00 -0.04
H 0.13 0.13 -0.14
H -0.19 0.09 0.12
H -0.03 0.20 -0.15
H 0.01 -0.18 0.04
H -0.24 0.06 0.02
H 0.03 -0.36 -0.06
H 0.30 -0.17 -0.15
H 0.18 0.22 0.08
H -0.25 0.24 0.14
H -0.35 -0.01 -0.10

M   335.4 g/mol
Kohn-Sham gap   5.3 eV
Net charge   -1
SMILES string   CCOC(=O)[C@H](/C=C(\[O-])OCC)[C@@H](C(=O)OCC)c1ccccc1